Record 1
Here is a structure of composition C50H80CuF9N7O2P in a non-equilibrium geometry from the Open Molecules 2025 dataset. Energies are from ωB97M-V/def2-TZVPD.

```
150
C50H80CuF9N7O2P, DFT ωB97M-V/def2-TZVPD
C -23.54004 0.72522 28.41961
C -18.03577 2.32679 33.19686
H -17.68357 7.53631 24.67511
C -16.91584 4.60767 30.51347
H -17.15421 2.43741 30.86960
H -14.32964 5.93720 26.43682
H -18.43574 7.77734 21.93099
H -23.27441 9.48244 25.89966
H -19.81760 10.67503 25.33646
N -16.38990 6.17091 27.00517
H -25.61932 3.13253 28.39856
H -18.48614 0.20699 34.76739
H -17.74067 4.06882 35.40309
C -19.79655 0.88272 30.07756
H -16.33097 1.01875 32.77440
H -15.97111 5.10862 30.28446
C -23.50912 10.57486 32.64425
H -21.35534 3.64539 29.94281
H -21.02814 12.35607 28.00471
F -20.84868 5.99320 29.83214
H -24.34070 5.65930 23.01330
O -23.95514 9.62203 33.61403
H -18.45334 10.44797 28.09057
C -17.81661 10.13525 26.07735
H -19.42061 2.61622 28.71728
H -19.22705 3.92563 31.58809
H -23.18557 2.87567 27.93644
H -17.33955 9.18071 26.33179
F -23.20994 7.35162 35.68639
H -21.22578 8.22953 24.64116
C -17.90227 10.99224 27.31007
N -19.24936 8.93408 24.32734
C -21.79748 3.27995 24.60990
H -17.14654 10.54762 25.32257
H -20.87584 -0.02069 31.86356
C -24.03298 10.21224 31.28877
H -14.21279 5.80298 34.70561
H -22.19164 2.35520 31.84398
H -17.26224 6.20600 31.89852
F -22.46278 7.55617 29.25021
C -22.08498 12.40834 26.04585
Cu -23.93915 7.40596 27.66066
C -18.61812 8.85230 21.92337
F -20.11013 5.97072 27.66896
H -18.61772 10.58016 23.21363
H -23.81473 10.95183 30.52022
C -22.69089 5.49237 24.38971
H -22.06790 6.22433 33.76837
H -15.41840 4.22784 36.05502
H -25.10355 10.00063 31.30510
C -20.08360 7.10228 34.21360
H -16.03306 5.07496 33.07274
C -21.24365 6.87409 33.52856
C -21.65728 11.85184 27.29027
C -17.06427 6.92942 27.93046
C -19.21548 9.79868 25.57498
C -23.64550 4.98729 23.50625
N -21.16061 7.50294 32.32420
C -17.76736 -0.00453 33.97218
C -21.40339 1.97047 31.21868
N -25.13650 2.26176 28.51088
F -25.13959 8.34671 35.50697
H -18.46826 6.16424 30.68993
C -23.83408 8.54819 35.73326
H -23.48476 11.51441 24.54697
H -15.65499 3.53698 33.70632
H -17.69965 5.63255 34.61209
F -21.72675 7.46300 27.07622
H -18.11243 6.71723 28.04337
H -19.13238 6.87957 23.91470
H -13.91383 7.72639 28.40814
H -16.88214 5.55462 26.38331
C -19.98455 8.21266 32.26573
C -19.93694 2.13170 29.52886
H -19.05285 4.83844 33.13330
H -19.78473 8.79060 31.37787
H -24.95714 -0.95656 28.95171
H -16.37824 5.48471 36.79405
H -20.31452 10.18800 21.60005
H -14.47453 6.58852 36.21488
N -20.93737 2.77194 30.21300
H -16.49597 1.64592 34.45360
C -20.68676 8.82520 23.90637
H -24.25187 3.40697 22.24328
C -23.79889 2.05165 28.26521
H -17.90867 9.25374 21.19599
C -18.57086 4.53867 32.20882
H -22.79595 1.73256 23.51740
C -16.48985 4.22591 33.58561
C -20.93990 8.34258 22.48160
H -19.79701 6.63807 35.14219
H -21.98679 8.49820 22.22218
C -20.72799 0.77583 31.15350
H -26.81091 0.99819 28.80064
H -16.92036 11.20835 27.72386
H -21.96735 9.78079 28.06669
H -22.53946 0.32329 28.38779
C -23.19991 9.51479 34.70525
H -22.03369 13.45100 25.77635
H -19.13925 0.08915 29.76202
H -18.47741 11.91291 27.20521
H -17.24517 4.37786 29.49651
C -17.85761 5.50930 31.30195
H -19.12499 7.30478 25.67169
P -21.24004 6.74633 28.49023
C -15.04669 6.44430 27.05678
C -18.36641 9.51896 23.24139
F -23.67897 9.04963 36.96186
H -18.36208 8.44785 33.69947
C -19.31338 8.01582 33.43585
H -17.07193 -0.74588 34.36176
C -22.89356 11.48157 25.44679
H -21.09837 9.83623 23.98558
C -22.73202 2.79765 23.70448
F -22.28866 5.53313 28.17759
C -15.00191 6.21174 35.33502
H -15.52687 7.06464 34.90622
H -23.85128 11.56576 32.95759
H -18.74421 1.99249 32.43093
H -20.72517 7.27217 22.42230
H -20.20720 8.77406 20.48735
C -22.06054 10.55397 27.32414
C -25.73574 1.05131 28.76925
H -23.56574 9.28155 30.93764
C -24.76295 0.08700 28.77422
H -15.71582 3.10190 31.62279
H -18.30242 -0.45426 33.13620
H -22.42314 10.68191 32.63435
H -17.33705 9.41811 23.56875
C -21.75656 4.63313 24.94022
H -19.66261 9.23523 26.39312
C -17.08681 4.76455 34.86953
C -17.02481 1.27808 33.57265
H -21.80575 7.42740 31.56093
C -20.06005 9.13182 21.50459
C -15.97676 5.14562 35.84054
H -22.88518 6.51328 24.70500
N -17.46725 3.59927 32.63693
H -16.36835 8.25907 29.48632
C -14.86423 7.35783 28.05786
O -22.15725 10.05737 34.91612
C -23.56996 3.67515 23.03769
F -20.29400 7.96624 28.79717
H -18.68796 2.55978 34.04044
H -21.09247 4.94389 25.73818
C -16.73910 3.33009 31.33172
C -16.12843 7.68233 28.60733
C -18.77044 7.56118 24.67859
H -21.14676 2.58989 25.13101
N -22.84042 10.33451 26.20627
```

The max |F| is 1.642 eV Å⁻¹. As for the LUMO energy: -6.83 eV. The HOMO energy is -11.5 eV. The energy above the lowest of the compared OMol25 structures with the same formula, charge and spin is 0.000 eV. As for the charge: +2. Its HOMO-LUMO gap is 4.66 eV. As for the spin multiplicity: 1.

Atomic partial charges in e from the Mulliken method, atoms 1 to 5:
1. C -0.442
2. C 0.054
3. H 0.380
4. C -0.559
5. H 0.449

=====

Record 2
Here is a cluster of 6 separate species, C50H81F3NO14 in total in a non-equilibrium geometry from the Open Molecules 2025 dataset. Energies are from ωB97M-V/def2-TZVPD.

```
149
C50H81F3NO14, DFT ωB97M-V/def2-TZVPD
H 6.58473 -0.13654 -1.33684
H 2.47449 6.36858 2.33042
C -1.32370 -2.23158 -8.81640
H 7.54140 4.30485 -2.69625
C 5.50448 1.10659 0.75018
H 0.11970 0.14800 -8.22956
O -7.96497 -3.49821 2.06349
H 2.36982 2.86610 2.46885
H 0.22501 11.78922 4.63867
C -2.67252 -2.03813 -2.81802
H -3.30670 -4.36274 5.02042
C -4.23354 -4.66464 2.91025
H 3.73249 -6.79504 4.77469
H 6.08320 2.10779 0.51152
H -4.08598 -3.60189 2.44240
H 0.96666 -0.80316 -6.95873
C 5.87986 -3.44534 -0.01805
O 2.04679 -1.67480 -9.29140
H 0.50969 1.68366 3.71013
O -5.81010 -5.58524 -4.49288
H -3.17372 -6.83140 -4.12442
H -1.68040 0.43364 1.27131
H 1.76674 2.30016 0.73014
C 0.30543 -0.85162 -7.82697
H -5.51460 -3.22293 -1.31770
C -3.22795 1.50116 2.67927
H 5.00565 0.51742 2.95306
C 0.89033 -1.71299 -8.90497
H 1.77970 -6.60833 4.65025
O 6.09692 4.10429 -1.22727
H -0.46026 11.19539 7.22730
H -1.77992 -2.83508 -1.21313
H -3.62302 0.10323 -2.94267
F -2.37549 -0.70054 -5.04075
O -1.67544 9.24184 4.88906
H -3.11480 -3.14130 -2.80050
H -1.07941 8.37057 2.34337
H -3.29155 -5.32246 2.65910
C 2.89751 -7.05167 2.61517
C 6.63775 -0.09341 0.94729
C -0.41798 10.58894 6.31869
H 6.46733 5.70637 -2.46335
H -5.20676 -6.59029 2.06991
O 0.71817 4.72178 3.58387
H -5.00793 -2.63578 4.56751
H -3.96253 -7.61997 -6.28363
H 1.09109 8.11052 0.72573
C 0.50999 5.72150 2.91648
H -1.14248 8.60056 6.78362
H 1.94646 -6.67553 2.01910
H 4.73534 -7.34027 1.28827
O -1.75461 -1.93789 -1.67220
H 0.57924 10.13601 6.26022
C -1.26935 10.32066 4.15733
H -3.94916 1.08994 -0.78604
C 5.42975 -1.99574 -0.65740
H -2.41938 9.84010 6.71126
H 1.28295 8.38101 2.46588
H 4.44564 -2.97341 1.77352
C -0.69228 11.36999 5.05848
C 5.54502 4.02964 -3.49212
C 4.56874 1.21011 2.10069
C 4.28243 -6.46564 1.94041
C 1.46176 6.31751 1.92399
F -2.18153 -3.08798 -5.09925
C -5.72232 -6.69902 -5.38033
H 5.02385 -6.19022 2.82250
C -1.89053 -1.87032 -4.25935
H 5.24326 -2.19953 -1.81829
C -4.32845 -6.64572 -5.94884
C -4.75237 1.71439 2.02505
H 3.68719 4.85004 -2.73598
H -4.81510 2.70708 1.36643
H 4.58335 2.35117 2.45101
H -3.22735 0.37715 3.07729
H -2.69919 -5.45148 -5.17690
C 6.51128 4.61263 -2.49442
C -3.53026 -6.05938 -4.81195
C 4.78506 3.73303 -1.30060
O 4.12778 3.33862 -0.35160
O -6.13626 -4.91923 1.11732
H -1.88930 -1.56719 -9.47810
C -2.04944 1.54318 1.51196
H 2.89714 -8.22711 2.67667
H 3.93140 -5.43852 -0.08004
C -1.47012 9.51190 6.27495
H -4.73712 -5.65890 4.94349
H -6.48457 -6.61032 -6.15990
H -6.18730 -0.84536 2.96748
F -0.42988 -1.70113 -3.99508
H 1.44121 5.72211 1.00699
H 5.67622 -4.28580 -0.83357
H -1.76831 -0.91807 -7.13177
H -4.30331 -5.96196 -6.80608
C 1.92845 1.94679 1.85840
C -5.41828 -2.27722 -0.61256
C -3.97436 -0.99420 -2.71192
H 2.97940 -5.21590 4.04213
C -4.99945 0.34255 1.10085
H -5.90364 -7.61571 -4.80940
H 4.39179 -1.59332 -0.24614
C -5.80159 -0.90184 1.84960
H -1.43865 12.15287 5.21927
H 6.41690 -0.76773 1.88887
C -0.74311 2.45232 1.95362
C 3.94986 -5.09952 1.06341
H 5.78916 -4.24431 2.18906
H 2.85480 -4.70851 1.31082
O -4.30948 -4.34505 -3.29261
H -1.14217 3.26220 2.70610
H -4.76982 -1.41049 -3.46500
H 7.69651 0.41842 1.09484
O -0.07070 -2.52756 -9.43136
H 7.69547 -1.49134 -0.51040
C -5.55028 -5.48355 2.35568
C -6.02639 -2.26390 0.93816
C -0.58938 7.47022 1.96145
C 2.81883 -6.39211 4.15006
C 5.05471 -3.88681 1.32816
O -5.30322 -3.51431 4.95205
H -6.39183 -5.53838 3.17543
C 3.01337 0.71814 1.82223
H 2.77424 -0.16562 2.55116
H -5.49575 1.76355 2.94467
H 7.05277 -3.46065 0.18670
H 5.87653 3.02662 -3.78720
O -0.65374 6.43516 2.94140
H -1.11646 7.13351 1.06258
C 0.46962 1.51023 2.53494
H -2.46824 2.01692 0.52275
H -0.34570 2.99192 0.97507
C 0.87966 7.69237 1.71345
C 6.66503 -0.93145 -0.47907
H 0.24843 0.35770 2.36330
H -3.01868 2.20526 3.59018
N -4.46209 0.28641 -0.31365
H 2.98626 0.27102 0.71829
H -1.89122 -3.15561 -8.67247
H 4.89205 0.83831 -0.22489
H -0.78720 -2.34148 -6.74524
O -1.39797 10.41949 2.94825
C -4.62114 -0.96808 -1.19489
C -4.55210 -5.21483 -4.11286
C -0.97816 -1.57454 -7.50574
C 4.26962 3.92545 -2.69468
H 5.44624 4.63256 -4.39870
C -6.78770 -3.62844 1.43698
C -4.37795 -4.59765 4.55282
H 3.66595 3.07246 -3.01311
```

The max |F| is 9.088 eV Å⁻¹. As for the LUMO energy: -4.77 eV. The HOMO energy is -11.0 eV. The energy above the lowest of the compared OMol25 structures with the same formula, charge and spin is 20.398 eV. As for the charge: +1. Its HOMO-LUMO gap is 6.22 eV. As for the spin multiplicity: 1.

Atomic partial charges in e from the Mulliken method, atoms 1 to 5:
1. H 0.192
2. H 0.347
3. C -0.445
4. H 0.317
5. C -0.076

=====

Record 3
Here is a cluster of 9 separate species, C51H101FN10O16P in total in a non-equilibrium geometry from the Open Molecules 2025 dataset. Energies are from ωB97M-V/def2-TZVPD.

```
180
C51H101FN10O16P, DFT ωB97M-V/def2-TZVPD
H -2.32087 3.10669 0.68716
H -5.87825 2.08014 5.53778
C -3.63605 -0.34178 -4.13647
H 3.59742 -2.32855 -2.85480
N 5.10949 6.26491 3.59280
H -5.37298 -2.21353 -1.42158
H -0.91343 2.04939 -3.28420
H 0.26925 1.14819 1.93277
H 6.98739 5.59794 9.77302
H 5.35668 3.51422 3.61990
N -8.07424 -3.87324 -1.97327
C 1.10308 1.83446 2.30717
O -7.54986 -2.34617 -0.42012
N 3.50242 -7.27904 -6.49121
H -1.72406 -0.44998 -2.27125
C -8.36931 -3.14331 -0.86422
C -4.42553 1.64987 4.04011
C 6.34631 6.47360 9.87816
C -4.92930 -0.02479 2.21795
H 5.80465 6.39403 10.82306
H 2.09299 -1.28229 -2.83817
H -0.04382 -0.80896 0.68817
H 5.94706 6.32873 5.48354
C 3.17799 -1.38198 -0.89005
C -4.00015 -1.48339 -3.11763
H -0.03002 3.31223 3.04459
O -8.68479 2.09300 5.50525
C -5.19608 -1.34510 -2.14638
H -9.61815 5.98868 6.75200
C 4.33629 8.64650 9.61995
H 1.48541 1.23819 -1.89975
H 3.79865 -2.18233 -0.33374
H -6.89613 0.10496 -1.45511
H 3.06364 1.25842 -0.64631
H 5.02982 -6.98735 -3.25963
H 2.28846 -6.95522 -8.13477
H 2.87797 -7.00979 -5.74391
H -6.28036 2.02685 -3.24913
N 4.48828 7.55186 8.68491
H -9.81563 -4.38513 0.11215
N 1.03098 1.44586 -0.97524
C 2.27172 -1.33464 1.47084
H -9.04936 -4.52727 -3.67665
H -5.89818 0.40417 4.97006
H -8.27004 2.80514 8.48770
C -0.64715 -0.06304 -2.45450
H 0.84355 3.48985 -0.10058
O -1.66221 2.39021 0.82249
H -6.56376 1.71706 3.94818
C -0.15737 0.52117 -1.02003
C 4.38865 -6.25116 -1.35535
C 2.77026 2.04153 -7.83817
H 4.48168 9.58333 9.07769
H 0.07890 -1.79419 -0.79254
H 1.25450 2.17885 4.59381
C 0.82459 2.92922 -1.09419
H 3.61719 3.94057 3.53339
H -10.50986 -3.09550 -0.92140
N 5.40750 -6.63868 -0.54682
H 3.30487 -6.60677 -3.15515
H 3.23758 1.27358 1.93240
C -8.89712 -4.85570 -2.64627
H 6.97652 7.36557 9.87638
O -2.51826 -0.09171 0.35146
C 3.18840 0.93089 -5.60892
C 2.13058 0.94956 -0.03465
C 5.44089 -8.64521 -7.13686
H 0.91085 -2.96001 -3.97820
H 3.91500 -8.07279 -2.37409
H -0.05473 -0.98274 -2.79711
H 2.56738 -3.53139 0.79054
C 4.56955 3.94594 2.99795
H 3.95962 -0.59286 -1.21754
H -1.55211 -4.34373 -0.08181
H 2.16714 1.52625 -8.58848
H -2.85410 -5.21830 -1.03472
H 6.23686 -8.41199 0.12236
H 4.91878 -9.15309 -7.95056
H -5.05855 0.32378 1.19152
C 2.90037 5.31463 -0.43017
O -0.48790 -6.23283 -2.63206
N -2.42417 -0.54339 -5.01085
H -1.53834 -6.21388 -0.24693
H 5.12362 1.70269 -6.10287
H 2.28796 -3.25778 2.57781
C -9.75621 5.04759 7.28893
C 2.05114 -0.68447 0.02068
H -5.90408 -0.16556 2.68078
C 3.29609 -6.69840 -7.80082
H 2.43483 0.82367 3.92455
C -6.02731 -0.03906 -2.18261
O 5.07426 5.68372 1.43020
C 1.41696 1.33450 3.83339
H -10.77465 5.00812 7.68145
H -7.15637 -3.67926 -2.34853
H -9.86218 -4.98726 -2.16177
H 2.60422 5.29059 -2.63208
N 2.39903 1.53736 -6.53278
H 5.35245 7.18392 3.25061
H 2.67076 -4.30028 -1.99567
H 3.82546 1.88938 -8.05463
C -8.69002 2.93909 6.39116
H 3.87206 7.51578 7.88537
C -7.72489 2.89480 7.54570
P -1.82128 1.12607 -0.30229
C 1.87268 -3.45704 -2.02928
H 4.02097 -7.05523 -8.52928
H -2.99595 2.68253 -1.33410
C 6.33053 -7.73851 -0.73212
H 5.04737 8.58939 10.44119
N -9.58892 3.95954 6.34923
H -8.36029 -5.80678 -2.65165
C 2.37502 1.73209 1.33587
H 3.37518 -5.61265 -7.71088
H 0.62845 0.53062 4.10489
H 4.22311 6.75325 5.39853
C 4.45372 -8.17169 -6.10429
H 6.13729 -8.28909 -1.65048
N -4.11699 0.93720 2.92424
F 3.61849 -1.19661 1.97362
H 7.34468 -7.33411 -0.75701
H -7.10386 3.79333 7.55107
C 4.64282 0.73599 -5.93981
H 6.13326 -9.35118 -6.67745
C 0.48436 -0.83210 -0.34217
C 2.02243 4.87539 -1.72389
H 3.36375 6.36387 -0.56279
C 1.93321 -2.92077 1.53068
C -5.78157 1.44426 4.65869
C 4.15058 -7.03548 -2.61628
O 3.69318 -5.28320 -1.04481
H -4.24732 1.81938 -4.92516
H 1.28100 -3.54339 -1.05789
H -3.32413 -2.41606 -3.13122
H 1.52889 -0.85425 2.21764
O -0.50773 -3.87508 -2.74095
C -1.72306 -5.21680 -0.79478
H -3.19131 1.12868 2.56697
H 2.22040 5.35147 0.49307
H -9.79953 -2.69860 0.65128
H -7.07433 2.02645 7.43982
O -2.86294 1.72660 -1.54506
C -5.67110 1.06683 -3.20985
H -10.20129 3.92106 5.54665
H 3.76561 4.59391 -0.21681
C 5.37686 6.52242 8.72826
O 1.91407 3.43921 -1.89667
H 1.01800 5.42835 -1.72461
O 4.48661 -8.56466 -4.94433
C -1.61780 0.67367 -4.86743
H -0.19341 3.18637 -1.58367
H -9.04809 4.99367 8.11305
H 5.13989 0.23955 -5.10570
O 5.37025 5.67124 7.84660
C -9.71301 -3.34963 -0.21912
C 4.99125 6.07294 5.02467
H 2.68679 2.80471 1.07152
H -2.78690 -0.57709 -5.98417
H 3.31926 8.61946 10.01704
C 2.65378 -2.07443 -2.23392
H 0.81975 -3.13308 1.38601
H 0.44393 0.99393 -4.10129
H 6.01467 -7.80021 -7.52363
O 2.70792 0.55986 -4.53999
C -0.63306 1.00488 -3.66068
C 0.86311 -3.83809 -3.22799
H 4.72734 5.05075 5.28438
C -4.46100 0.95988 -4.21059
H 4.46505 3.33565 2.10137
H 4.74508 0.10726 -6.82675
C -0.83076 -5.11575 -2.14140
H -4.39379 -0.97594 2.20600
C 4.93421 5.35131 2.60346
O 0.72759 3.23266 2.42119
O -3.60469 2.43305 4.51127
O -1.73502 1.57059 -5.76722
H 5.50491 -6.06483 0.27920
H 2.54258 3.10891 -7.87047
H 1.18507 -4.76471 -3.81313
H 1.43599 1.63237 -6.23883
```

The max |F| is 5.006 eV Å⁻¹. As for the LUMO energy: -2.12 eV. The HOMO energy is -10.4 eV. As for the charge: +1. Its HOMO-LUMO gap is 8.25 eV. As for the spin multiplicity: 1.

Atomic partial charges in e from the Mulliken method, atoms 1 to 5:
1. H 0.288
2. H 0.100
3. C 0.410
4. H 0.623
5. N -0.072